The following is a DFT calculation (ωB97M-V with the def2-TZVPD basis set) of a 9-piece molecular cluster, C25H14BrCl32FN2O4S overall in a non-equilibrium geometry.

Output
Net charge   0
Max |F|   0.0284 Eh/bohr
Structure (SMILES)   C[C@@H](O)CN1c2cccc(ON=O)c2Sc2c(CC(=O)F)ccc(Br)c21.ClC(Cl)(Cl)Cl.ClC(Cl)(Cl)Cl.ClC(Cl)(Cl)Cl.ClC(Cl)(Cl)Cl.ClC(Cl)(Cl)Cl.ClC(Cl)(Cl)Cl.ClC(Cl)(Cl)Cl.ClC(Cl)(Cl)Cl
Lowest unoccupied orbital energy   -0.612 eV
HOMO   -8.269 eV

XYZ file:
```
80
C25H14BrCl32FN2O4S (ωB97M-V with the def2-TZVPD basis set)
C 2.554 -5.326 -1.752
C 2.195 -3.856 -1.998
O 1.204 -3.822 -3.020
C 1.675 -3.288 -0.680
N 1.732 -1.804 -0.509
C 2.687 -1.402 0.466
C 2.295 -1.477 1.796
C 3.152 -1.143 2.825
C 4.446 -0.728 2.535
C 4.832 -0.643 1.209
O 6.119 -0.257 0.873
N 6.465 1.080 1.418
O 5.953 1.920 0.827
C 3.974 -0.974 0.165
S 4.512 -0.876 -1.503
C 2.956 -0.585 -2.295
C 2.943 0.127 -3.495
C 4.222 0.652 -4.117
C 5.181 -0.449 -4.491
O 6.359 -0.458 -4.349
F 4.547 -1.489 -5.089
C 1.734 0.341 -4.139
C 0.559 -0.156 -3.604
C 0.594 -0.838 -2.409
Br -1.035 -1.493 -1.703
C 1.781 -1.071 -1.722
H 3.380 -5.432 -1.050
H 1.679 -5.891 -1.434
H 2.890 -5.736 -2.702
H 3.104 -3.370 -2.342
H 0.362 -4.027 -2.601
H 2.294 -3.705 0.112
H 0.650 -3.625 -0.511
H 1.291 -1.813 2.003
H 2.839 -1.228 3.862
H 5.134 -0.489 3.331
H 4.724 1.349 -3.455
H 3.932 1.109 -5.063
H 1.703 0.898 -5.064
H -0.385 -0.018 -4.109
C -0.618 -3.316 4.892
Cl -2.129 -2.904 5.704
Cl 0.753 -2.811 5.887
Cl -0.544 -5.060 4.628
Cl -0.544 -2.474 3.340
C -1.644 1.172 1.851
Cl -1.706 2.864 1.356
Cl -3.140 0.360 1.355
Cl -0.267 0.381 1.090
Cl -1.489 1.072 3.609
C -5.599 4.721 2.402
Cl -5.131 3.051 2.104
Cl -7.046 5.103 1.463
Cl -5.935 4.943 4.122
Cl -4.273 5.776 1.902
C -4.827 0.915 -3.017
Cl -5.443 2.569 -3.126
Cl -3.597 0.669 -4.262
Cl -4.115 0.660 -1.421
Cl -6.149 -0.230 -3.259
C 4.432 -1.501 7.434
Cl 5.105 -3.110 7.694
Cl 3.821 -1.385 5.773
Cl 3.099 -1.226 8.559
Cl 5.683 -0.283 7.683
C -2.131 7.355 -1.267
Cl -2.125 7.616 0.482
Cl -0.467 7.261 -1.849
Cl -2.969 5.843 -1.629
Cl -2.959 8.697 -2.058
C -6.756 0.977 5.618
Cl -6.785 1.152 7.376
Cl -5.080 0.859 5.070
Cl -7.625 -0.492 5.158
Cl -7.526 2.382 4.877
C -6.392 1.681 -7.135
Cl -5.711 0.057 -7.002
Cl -7.150 1.874 -8.719
Cl -7.600 1.919 -5.870
Cl -5.105 2.877 -6.952
```

***

The following is a DFT calculation (ωB97M-V with the def2-TZVPD basis set) of C25H14BrF4NO4PRe as an isolated structure.

Output
Relative energy (zero: lowest compared OMol25 entry of this formula, charge and spin)   0.0 kcal per mole
Net charge   +3
Max |F|   0.0093 Eh/bohr
2S+1   4
Lowest unoccupied orbital energy (spin up / spin down)   -11.247 / -12.384 eV
HOMO (spin up / spin down)   -18.018 / -18.027 eV

XYZ file:
```
51
C25H14BrF4NO4PRe (ωB97M-V with the def2-TZVPD basis set)
Re 0.059 -0.125 0.124
O -3.929 -0.315 -1.131
C -2.662 -0.201 -1.024
O -2.030 -0.418 0.046
C -1.881 0.165 -2.206
C -2.311 0.418 -3.483
C -1.335 0.676 -4.461
C 0.008 0.639 -4.123
C 0.353 0.368 -2.806
N -0.575 0.160 -1.876
C 1.739 0.230 -2.268
O 2.742 0.376 -2.857
O 1.683 -0.141 -0.925
H -4.374 -0.600 -0.308
H -3.367 0.406 -3.721
H -1.636 0.884 -5.480
H 0.797 0.803 -4.848
F 3.162 0.675 6.608
C 2.238 0.542 5.697
C 0.894 0.563 6.051
F 0.548 0.714 7.303
C -0.082 0.420 5.070
F -1.355 0.436 5.436
C 0.257 0.260 3.733
P -0.990 -0.017 2.483
C -1.715 -1.612 2.754
C -1.093 -2.721 2.168
C -1.560 -3.996 2.429
C -2.645 -4.162 3.285
C -3.258 -3.065 3.876
C -2.800 -1.781 3.617
C -2.104 1.359 2.514
C -3.478 1.196 2.286
C -4.309 2.300 2.329
C -3.779 3.564 2.576
C -2.416 3.730 2.791
C -1.574 2.632 2.762
C 1.602 0.243 3.426
Br 2.142 0.016 1.623
C 2.600 0.378 4.360
F 3.869 0.357 4.008
H -0.214 -2.606 1.531
H -1.079 -4.856 1.984
H -3.009 -5.159 3.498
H -4.091 -3.207 4.551
H -3.269 -0.934 4.101
H -3.895 0.206 2.147
H -5.376 2.182 2.195
H -4.436 4.422 2.617
H -2.014 4.713 2.997
H -0.515 2.767 2.952
```